Record 1
{
  "formula": "C27H42NiOS2Sb",
  "method": "ωB97M-V/def2-TZVPD",
  "s2": 2.012,
  "multiplicity": 3,
  "charge": -1,
  "e_above_lowest_kj_mol": 61.7,
  "largest_force_ev_per_a": 1.58,
  "orbital_gap_ev": [6.60, 6.71],
  "species": ["Ni", "S", "C", "C", "C", "C", "C", "C", "S", "H", "H", "H", "H", "C", "C", "C", "C", "C", "C", "C", "C", "C", "C", "C", "C", "O", "H", "H", "H", "H", "H", "H", "H", "H", "H", "H", "H", "H", "H", "H", "H", "H", "H", "C", "C", "C", "Sb", "C", "C", "C", "C", "C", "C", "H", "H", "H", "H", "H", "H", "H", "H", "H", "H", "H", "H", "H", "H", "H", "H", "H", "H", "H", "H", "H"],
  "positions_angstrom": [[0.272, -0.570, -0.679], [0.317, 1.173, -2.161], [-0.454, 2.456, -1.236], [-0.599, 3.723, -1.822], [-1.222, 4.767, -1.157], [-1.718, 4.563, 0.128], [-1.576, 3.322, 0.726], [-0.948, 2.256, 0.067], [-0.790, 0.719, 0.903], [-0.207, 3.869, -2.822], [-1.323, 5.735, -1.636], [-2.212, 5.371, 0.658], [-1.949, 3.154, 1.731], [2.814, 1.934, 1.007], [3.666, 0.845, 1.670], [2.923, 0.234, 2.864], [4.122, -0.195, 0.660], [5.476, -0.298, 0.367], [5.974, -1.210, -0.557], [5.069, -2.042, -1.197], [3.704, -1.981, -0.929], [2.773, -2.927, -1.654], [2.057, -3.871, -0.681], [1.804, -2.155, -2.554], [3.194, -1.050, 0.015], [1.919, -0.973, 0.343], [2.500, 2.684, 1.741], [1.916, 1.497, 0.569], [3.372, 2.435, 0.213], [4.577, 1.316, 2.051], [1.955, -0.150, 2.541], [2.759, 0.989, 3.640], [3.497, -0.590, 3.298], [6.166, 0.371, 0.877], [7.033, -1.257, -0.779], [5.426, -2.769, -1.922], [3.387, -3.547, -2.313], [1.400, -3.305, -0.023], [2.789, -4.386, -0.054], [1.475, -4.625, -1.216], [1.219, -1.464, -1.946], [1.113, -2.812, -3.091], [2.335, -1.530, -3.271], [-1.379, -4.887, -1.955], [-2.357, -3.708, -1.949], [-2.523, -3.131, -3.355], [-1.675, -2.148, -0.608], [-3.464, -0.942, -0.613], [-3.443, 0.110, -1.718], [-4.731, -1.789, -0.639], [-2.038, -2.996, 1.354], [-0.739, -2.964, 2.163], [-2.676, -4.384, 1.359], [-1.802, -5.740, -2.502], [-1.122, -5.231, -0.952], [-0.449, -4.608, -2.454], [-3.328, -4.037, -1.569], [-1.587, -2.695, -3.718], [-3.287, -2.353, -3.395], [-2.813, -3.920, -4.059], [-3.375, -0.432, 0.347], [-3.550, -0.343, -2.707], [-2.515, 0.683, -1.712], [-4.271, 0.817, -1.585], [-4.861, -2.289, -1.605], [-5.610, -1.155, -0.480], [-4.735, -2.558, 0.140], [-2.739, -2.275, 1.783], [-0.006, -3.664, 1.754], [-0.928, -3.250, 3.204], [-0.280, -1.972, 2.164], [-1.944, -5.152, 1.100], [-3.513, -4.474, 0.662], [-3.054, -4.622, 2.359]],
  "mulliken_charge": [1.6652, -0.8187, 0.3634, -0.7311, -0.5243, -0.4910, -0.8369, 0.4637, -0.7247, 0.4005, 0.3351, 0.3344, 0.3678, -1.0123, 0.3144, -1.3611, 0.5036, -0.8652, -1.2086, -0.7685, 0.5641, 0.2005, -1.1156, 1.2874, 0.1305, -0.3924, 0.4157, -0.1785, 0.3372, 0.5433, 0.0177, 0.4499, 0.3556, 0.3377, 0.3489, 0.3435, 0.6052, -0.2311, 0.4264, 0.4030, -1.5973, 0.3880, 0.4157, -1.2819, 0.3620, -1.4437, -0.2457, 0.2244, -1.0541, -1.3352, 0.3201, -1.2667, -1.4915, 0.4483, 0.2464, 0.1740, 0.3414, 0.2220, 0.2695, 0.4414, 0.5548, 0.1706, 0.0900, 0.3970, 0.2209, 0.4448, 0.2969, 0.4787, 0.2515, 0.5090, 0.1685, 0.2810, 0.3421, 0.4024]
}

***

Record 2
{
  "formula": "C27H42O4P",
  "method": "ωB97M-V/def2-TZVPD",
  "charge": 1,
  "largest_force_ev_per_a": 3.61,
  "orbital_gap_ev": 8.55,
  "species": ["C", "C", "C", "C", "O", "P", "O", "C", "C", "C", "C", "O", "C", "C", "C", "C", "H", "H", "H", "H", "H", "H", "H", "H", "H", "H", "H", "H", "H", "H", "H", "H", "H", "H", "H", "H", "H", "H", "H", "H", "H", "H", "H", "C", "O", "C", "C", "C", "C", "C", "C", "C", "C", "C", "C", "C", "C", "C", "C", "H", "H", "H", "H", "H", "H", "H", "H", "H", "H", "H", "H", "H", "H", "H"],
  "positions_angstrom": [[6.222, -0.857, 2.751], [5.273, 0.320, 2.690], [4.027, 0.075, 1.875], [3.130, 1.295, 1.831], [1.920, 1.066, 0.946], [0.424, 0.806, 0.501], [-0.594, 1.882, 0.775], [-1.839, 2.506, 1.419], [-2.944, 1.480, 1.665], [-4.188, 2.119, 2.164], [-4.084, 2.640, 3.591], [-0.079, -0.622, 0.830], [-0.429, -1.529, 1.880], [-1.261, -2.650, 1.319], [-1.608, -3.625, 2.441], [-2.425, -4.833, 2.036], [7.132, -0.567, 3.277], [5.747, -1.679, 3.292], [6.503, -1.225, 1.759], [4.942, 0.611, 3.685], [5.774, 1.186, 2.268], [4.295, -0.219, 0.855], [3.483, -0.795, 2.278], [2.741, 1.443, 2.834], [3.685, 2.199, 1.575], [-1.488, 2.864, 2.393], [-2.176, 3.377, 0.839], [-3.171, 1.014, 0.723], [-2.616, 0.691, 2.349], [-4.469, 2.958, 1.537], [-5.019, 1.430, 2.109], [-5.039, 3.054, 3.955], [-3.776, 1.847, 4.279], [-3.339, 3.445, 3.685], [0.443, -1.971, 2.341], [-0.962, -1.063, 2.672], [-2.187, -2.289, 0.857], [-0.750, -3.199, 0.510], [-0.666, -3.925, 2.890], [-2.122, -3.040, 3.202], [-2.580, -5.465, 2.912], [-3.390, -4.526, 1.644], [-1.906, -5.394, 1.268], [2.137, -4.502, -4.439], [2.881, -3.499, -3.698], [2.223, -2.463, -3.117], [3.023, -1.540, -2.410], [2.474, -0.442, -1.786], [1.071, -0.281, -1.779], [0.535, 0.996, -1.181], [-0.499, 1.760, -1.992], [-0.720, 3.106, -1.596], [-1.790, 3.798, -2.111], [-2.492, 3.304, -3.213], [-3.702, 3.995, -3.742], [-2.034, 2.140, -3.812], [-1.012, 1.393, -3.251], [0.236, -1.214, -2.428], [0.807, -2.277, -3.145], [2.886, -5.269, -4.637], [1.323, -4.905, -3.832], [1.744, -4.119, -5.386], [4.102, -1.740, -2.393], [3.123, 0.223, -1.215], [1.337, 1.692, -0.884], [-0.147, 3.609, -0.796], [-2.176, 4.699, -1.629], [-4.295, 3.362, -4.419], [-4.388, 4.373, -2.971], [-3.382, 4.874, -4.319], [-2.560, 1.756, -4.676], [-0.700, 0.475, -3.778], [-0.825, -1.157, -2.370], [0.187, -2.983, -3.696]],
  "mulliken_charge": [-1.3152, -0.5406, 0.0469, -0.8845, -0.0613, -0.5213, -0.1499, -0.3752, 0.1566, -0.7223, -1.1703, 0.4312, -0.8462, -0.2069, -0.5799, -1.3279, 0.3783, 0.3334, 0.3376, 0.3197, 0.3696, 0.1887, 0.1841, 0.3906, 0.3697, 0.3041, 0.2420, 0.2930, -0.0269, 0.3485, 0.3573, 0.3809, 0.2942, 0.2952, 0.3247, 0.4261, 0.2969, 0.2737, 0.3536, 0.3537, 0.3790, 0.3349, 0.3309, -0.8251, -0.4451, 0.7456, -0.8512, -0.3313, -0.4997, 1.3820, 0.5808, -0.8997, -0.7562, 0.7873, -1.4851, -0.9872, -0.5040, -0.7896, -0.7267, 0.2604, 0.3385, 0.3254, 0.4189, 0.5563, 0.1095, 0.5284, 0.4071, 0.3545, 0.3562, 0.3068, 0.3713, 0.6342, 0.9164, 0.3541]
}

***

Record 3
{
  "formula": "C27H43AuBN2P2",
  "method": "ωB97M-V/def2-TZVPD",
  "charge": -1,
  "e_above_lowest_kj_mol": 16.5,
  "largest_force_ev_per_a": 1.07,
  "orbital_gap_ev": 6.40,
  "species": ["Au", "C", "C", "C", "P", "C", "C", "C", "C", "C", "C", "C", "C", "C", "C", "N", "C", "C", "C", "C", "C", "C", "C", "P", "C", "C", "C", "C", "C", "C", "H", "H", "H", "H", "H", "H", "H", "H", "H", "H", "H", "H", "H", "H", "H", "H", "H", "H", "H", "H", "H", "H", "H", "H", "H", "H", "H", "H", "H", "H", "H", "H", "H", "H", "H", "H", "H", "H", "H", "H", "B", "C", "N", "H", "H", "H"],
  "positions_angstrom": [[0.457, 0.356, 1.317], [0.441, 4.081, -0.062], [-0.739, 3.800, 0.866], [-0.385, 4.163, 2.304], [-1.145, 1.979, 0.702], [-2.735, 1.812, 1.672], [-2.415, 1.460, 3.121], [-3.574, 0.702, 1.044], [-1.664, 1.907, -1.021], [-2.447, 2.906, -1.591], [-2.715, 2.950, -2.946], [-3.588, 4.020, -3.537], [-2.114, 1.977, -3.750], [-1.360, 0.968, -3.210], [-1.162, 0.835, -1.813], [-0.481, -0.149, -1.220], [-0.317, -1.380, -1.708], [-1.150, -1.993, -2.678], [-0.880, -3.231, -3.196], [0.217, -3.977, -2.760], [0.554, -5.310, -3.370], [0.956, -3.467, -1.706], [0.702, -2.213, -1.157], [1.471, -1.598, 0.350], [1.560, -3.027, 1.560], [2.472, -4.226, 1.303], [0.126, -3.488, 1.814], [3.268, -1.258, -0.054], [3.877, -2.122, -1.154], [3.365, 0.211, -0.455], [0.716, 5.136, -0.023], [0.192, 3.823, -1.091], [1.299, 3.484, 0.247], [-1.604, 4.394, 0.540], [0.287, 3.413, 2.722], [-1.277, 4.227, 2.925], [0.115, 5.131, 2.332], [-3.281, 2.765, 1.625], [-1.837, 0.536, 3.153], [-3.338, 1.314, 3.686], [-1.825, 2.230, 3.611], [-2.973, -0.205, 0.957], [-3.915, 0.978, 0.048], [-4.443, 0.487, 1.668], [-2.876, 3.666, -0.949], [-4.006, 4.648, -2.754], [-4.414, 3.584, -4.102], [-3.020, 4.652, -4.222], [-2.259, 2.012, -4.822], [-0.885, 0.254, -3.868], [-2.033, -1.462, -3.005], [-1.528, -3.634, -3.965], [0.203, -5.367, -4.400], [0.083, -6.121, -2.809], [1.632, -5.473, -3.362], [1.767, -4.063, -1.316], [1.927, -2.515, 2.461], [2.104, -4.830, 0.479], [2.490, -4.859, 2.192], [3.495, -3.922, 1.089], [-0.270, -4.002, 0.938], [-0.514, -2.629, 2.022], [0.082, -4.165, 2.669], [3.803, -1.412, 0.892], [3.313, -1.994, -2.076], [3.885, -3.179, -0.904], [4.907, -1.810, -1.332], [2.735, 0.397, -1.325], [4.395, 0.474, -0.701], [3.024, 0.853, 0.354], [2.411, 1.182, 5.768], [1.821, 0.879, 4.372], [1.376, 0.664, 3.324], [1.757, 0.565, 6.581], [3.568, 0.823, 5.768], [2.317, 2.378, 5.942]],
  "mulliken_charge": [1.0281, -1.4884, 0.7017, -1.5348, -0.0078, 0.6272, -1.3340, -1.4109, -0.0727, 0.1736, 0.6169, -1.7220, -0.8214, -0.5252, -0.6609, 0.4350, -0.6556, -0.8199, -0.8494, 0.3514, -1.7098, 0.1238, 0.4492, -0.1061, 0.6026, -1.4768, -1.4908, 0.6142, -1.6592, -1.5619, 0.4878, 0.2742, 0.2390, 0.3840, 0.2964, 0.2870, 0.4707, 0.4507, 0.1604, 0.4829, 0.2707, 0.1728, 0.2427, 0.5173, 0.1154, 0.3269, 0.3549, 0.3277, 0.3778, 0.5982, 0.5742, 0.3742, 0.3866, 0.2997, 0.3635, 0.0436, 0.5530, 0.2545, 0.4911, 0.2882, 0.2631, 0.2692, 0.4834, 0.5479, 0.3032, 0.2890, 0.4947, 0.2770, 0.5239, 0.2409, 0.1480, -0.1067, -0.6267, -0.1237, -0.1327, -0.1324]
}

***

Record 4
{
  "formula": "C27H43BrN2P2Zr",
  "method": "ωB97M-V/def2-TZVPD",
  "charge": 4,
  "e_above_lowest_kj_mol": 118.0,
  "largest_force_ev_per_a": 3.11,
  "orbital_gap_ev": [4.91, 4.91],
  "species": ["N", "C", "C", "C", "C", "C", "C", "Zr", "P", "C", "C", "C", "C", "C", "C", "C", "Br", "H", "H", "H", "H", "H", "H", "H", "H", "H", "H", "P", "C", "C", "H", "H", "H", "H", "H", "C", "C", "H", "H", "H", "H", "H", "C", "C", "H", "H", "H", "H", "H", "C", "C", "H", "H", "H", "H", "H", "C", "C", "H", "H", "H", "H", "H", "C", "C", "H", "H", "H", "H", "H", "C", "C", "N", "H", "H", "H"],
  "positions_angstrom": [[-5.030, -1.301, 4.093], [-4.158, -0.387, 4.512], [-3.677, 0.618, 3.681], [-4.071, 0.654, 2.329], [-4.964, -0.352, 1.892], [-5.449, -1.266, 2.833], [-3.488, 1.632, 1.444], [0.043, 0.898, -0.589], [2.605, 0.604, -0.825], [-3.404, 1.564, 0.076], [-2.276, 2.152, -0.699], [-2.077, 1.826, -2.068], [-0.963, 2.254, -2.797], [0.031, 2.972, -2.133], [-0.058, 3.223, -0.726], [-1.250, 2.859, -0.041], [1.364, 3.953, -3.250], [-3.057, 2.519, 1.940], [-4.222, 1.133, -0.530], [-2.958, 1.320, 4.084], [-5.225, -0.448, 0.838], [-3.842, -0.471, 5.545], [-6.196, -2.012, 2.541], [-2.903, 1.378, -2.626], [-1.353, 3.124, 1.010], [-0.859, 2.094, -3.871], [0.806, 3.608, -0.193], [-0.548, -1.720, -0.090], [3.241, 2.197, -0.145], [3.831, 3.147, -1.174], [3.993, 1.950, 0.622], [2.409, 2.688, 0.390], [4.114, 4.097, -0.696], [4.704, 2.737, -1.704], [3.071, 3.406, -1.935], [2.278, 0.588, -2.666], [3.447, 0.727, -3.661], [1.594, 1.429, -2.874], [1.732, -0.351, -2.872], [3.026, 0.992, -4.647], [4.140, 1.529, -3.376], [4.007, -0.213, -3.785], [3.975, -0.562, -0.691], [5.345, 0.075, -0.937], [3.785, -1.373, -1.413], [3.928, -1.001, 0.318], [6.122, -0.689, -0.825], [5.429, 0.487, -1.950], [5.550, 0.879, -0.220], [0.486, -2.914, 0.877], [1.963, -3.029, 0.531], [-0.018, -3.882, 0.729], [0.362, -2.642, 1.935], [2.287, -4.059, 0.739], [2.179, -2.808, -0.523], [2.561, -2.357, 1.158], [-0.369, -2.367, -1.798], [-1.374, -1.807, -2.799], [-0.492, -3.453, -1.681], [0.668, -2.181, -2.125], [-1.334, -2.423, -3.704], [-2.401, -1.833, -2.416], [-1.152, -0.773, -3.099], [-2.196, -2.369, 0.426], [-2.335, -2.865, 1.861], [-2.404, -3.192, -0.276], [-2.924, -1.571, 0.219], [-3.354, -3.252, 2.003], [-1.641, -3.684, 2.091], [-2.181, -2.062, 2.597], [0.161, -0.100, 3.969], [0.178, 0.375, 2.619], [0.300, 0.746, 1.511], [1.030, -0.766, 4.153], [-0.766, -0.652, 4.191], [0.225, 0.752, 4.672]],
  "mulliken_charge": [-0.3774, -0.6676, -0.5484, 0.6050, -0.2256, -0.6495, -0.6633, -1.2441, 1.5647, -0.8345, 1.0535, -0.1408, -0.4435, -0.4318, -1.5129, -0.2077, 0.0633, 0.7887, 0.6334, 0.6361, 0.5049, 0.4428, 0.4290, 0.6311, 0.5691, 0.6014, 1.0459, 1.7713, -0.8681, -0.5163, 0.7147, 0.4555, 0.4724, 0.2494, -0.3842, -0.1186, -1.5960, 0.1034, 0.3557, 0.4289, 0.3227, 0.4037, -0.2623, -1.2885, 0.5243, 0.2991, 0.4521, 0.2980, 0.3285, -0.9824, -1.1902, 0.5828, 0.5314, 0.4310, 0.2761, 0.1788, -0.9967, -1.0867, 0.5408, 0.4145, 0.4675, 0.2808, 0.2070, -0.3596, -1.3456, 0.6380, 0.1377, 0.3737, 0.4321, 0.2254, -1.1620, 0.6392, -0.0742, 0.4090, 0.2300, 0.4340]
}